[1]
2 unconnected molecules or ions with the total composition C2H3Br2FO in a non-equilibrium geometry, computed with ωB97M-V/def2-TZVPD.

Geometry as XYZ:
```
9
C2H3Br2FO, DFT ωB97M-V/def2-TZVPD
C -0.02 1.32 -0.49
C 0.59 0.17 -0.64
O 1.87 -0.15 -0.19
F -0.02 -0.86 -1.32
H -0.97 1.56 -0.89
H 0.50 2.03 0.03
H 2.50 0.15 -0.88
Br -1.59 -1.28 1.71
Br -2.86 -2.94 2.67
```

Computed properties:
- Gap between HOMO and LUMO: 8.767 eV
- Molar mass: 221.9 g/mol
- Total charge: 0
- Largest force on an atom: 2.76 eV/A
- SMILES string: C=C(O)F.BrBr
- Highest occupied orbital energy: -10.146 eV

Here are the Löwdin charges for atoms 1 to 4, given in e: number 1, C, carries 0.083; number 2, C, carries -0.460; number 3, O, carries 0.049; number 4, F, carries 0.026



[2]
A molecular structure, C24H24F9NO2P2Yb in a non-equilibrium geometry, computed with ωB97M-V/def2-TZVPD.

Geometry as XYZ:
```
63
C24H24F9NO2P2Yb, DFT ωB97M-V/def2-TZVPD
C 3.91 -2.44 -0.86
C 3.33 -1.27 -0.39
C 2.88 -0.29 -1.34
C 3.01 -0.60 -2.75
C 3.56 -1.82 -3.16
C 3.98 -2.74 -2.23
C 2.49 0.29 -3.67
C 1.94 1.49 -3.25
C 1.84 1.75 -1.83
C 1.17 2.95 -1.40
C 0.63 3.80 -2.35
C 0.70 3.52 -3.73
C 1.35 2.37 -4.17
H 4.29 -3.14 -0.12
H 3.65 -1.99 -4.25
H 4.42 -3.68 -2.55
H 2.52 0.04 -4.74
H 0.14 4.72 -1.99
H 0.27 4.22 -4.44
H 1.46 2.15 -5.24
N 2.17 0.79 -0.96
Yb -1.01 -0.71 -0.26
C 3.07 -1.05 1.06
H 3.30 -0.02 1.38
H 3.59 -1.78 1.71
C 0.95 3.16 0.06
H 1.85 2.96 0.65
H 0.59 4.18 0.31
P 1.23 -1.24 1.47
P -0.41 2.01 0.70
C -1.79 3.16 0.25
H -2.73 2.79 0.67
H -1.55 4.15 0.69
H -1.91 3.27 -0.84
C -0.31 2.62 2.43
H -0.36 3.73 2.41
H -1.15 2.21 3.01
H 0.63 2.29 2.88
C 1.37 -3.11 1.43
H 2.22 -3.41 2.09
H 0.41 -3.53 1.79
H 1.51 -3.48 0.40
C 1.44 -1.26 3.33
H 0.49 -1.56 3.79
H 2.26 -1.96 3.61
H 1.65 -0.24 3.66
C -2.32 0.23 -2.08
O -3.21 0.64 -2.73
H -0.73 -0.25 -2.41
F -4.90 0.53 0.98
C -5.08 -0.81 0.95
F -6.21 -1.12 1.65
F -5.30 -1.11 -0.36
C -3.81 -1.53 1.51
O -2.68 -1.02 0.88
C -3.80 -1.34 3.09
F -4.90 -1.88 3.71
F -2.70 -1.90 3.64
F -3.75 -0.02 3.39
C -3.91 -3.08 1.21
F -5.07 -3.64 1.66
F -3.81 -3.27 -0.13
F -2.87 -3.76 1.76
```

Computed properties:
- Gap between HOMO and LUMO (alpha / beta): 7.061 / 6.300 eV
- Molar mass: 764.4 g/mol
- Total charge: +1
- Largest force on an atom: 4.57 eV/A
- Multiplicity: 2
- Highest occupied orbital energy (alpha / beta): -10.858 / -10.859 eV

Here are the Löwdin charges for atoms 1 to 4, given in e: number 1, C, carries -0.029; number 2, C, carries -0.238; number 3, C, carries -0.181; number 4, C, carries -0.153



[3]
A molecular structure, C5H9NO in a non-equilibrium geometry, computed with ωB97M-V/def2-TZVPD.

Geometry as XYZ:
```
16
C5H9NO, DFT ωB97M-V/def2-TZVPD
C -0.09 1.73 0.09
C 0.18 0.31 0.04
C -1.28 -0.52 -0.68
C 1.38 -0.28 -0.60
O 1.34 -1.33 0.31
C 0.15 -0.88 0.92
N -0.37 -1.28 1.99
H 0.77 2.23 0.50
H -0.23 2.11 -0.92
H -0.96 1.96 0.70
H -2.16 -0.22 -0.11
H -1.24 0.02 -1.62
H -1.38 -1.58 -0.93
H 2.30 0.26 -0.55
H 1.32 -0.65 -1.61
H 0.29 -1.88 2.48
```

Computed properties:
- Gap between HOMO and LUMO: 9.770 eV
- Molar mass: 99.1 g/mol
- Total charge: 0
- Largest force on an atom: 5.81 eV/A
- Highest occupied orbital energy: -8.878 eV

Here are the Löwdin charges for atoms 1 to 4, given in e: number 1, C, carries -0.032; number 2, C, carries -0.335; number 3, C, carries 0.028; number 4, C, carries -0.153



[4]
2 unconnected molecules or ions with the total composition C5H13BrSi in a non-equilibrium geometry, computed with ωB97M-V/def2-TZVPD.

Geometry as XYZ:
```
20
C5H13BrSi, DFT ωB97M-V/def2-TZVPD
C -2.85 0.99 -0.97
C 2.82 -1.35 0.07
C -0.92 -0.68 1.68
C -1.40 0.50 -1.25
C 3.08 -0.04 -0.39
Si -0.39 0.67 0.34
Br -0.40 2.85 1.27
H -2.72 1.97 -0.66
H -3.42 0.98 -1.94
H -3.31 0.40 -0.17
H 3.73 -2.01 -0.04
H 2.69 -1.24 1.17
H 1.80 -1.75 -0.30
H -1.89 -0.44 2.11
H -0.72 -1.78 1.52
H -0.20 -0.57 2.49
H -1.05 0.95 -2.13
H -1.30 -0.45 -1.68
H 3.64 0.13 -1.33
H 2.81 0.86 0.21
```

Computed properties:
- Gap between HOMO and LUMO (alpha / beta): 7.872 / 9.483 eV
- Molar mass: 181.1 g/mol
- Total charge: 0
- Largest force on an atom: 3.57 eV/A
- Multiplicity: 3
- Highest occupied orbital energy (alpha / beta): -7.123 / -10.261 eV

Here are the Löwdin charges for atoms 1 to 4, given in e: number 1, C, carries -0.162; number 2, C, carries -0.249; number 3, C, carries -0.263; number 4, C, carries -0.414



[5]
2 unconnected molecules or ions with the total composition C5H14 in a non-equilibrium geometry, computed with ωB97M-V/def2-TZVPD.

Geometry as XYZ:
```
19
C5H14, DFT ωB97M-V/def2-TZVPD
C 0.91 0.09 2.18
C -0.46 0.22 1.59
C -1.04 -0.97 0.86
H 1.48 0.94 2.42
H 1.60 -0.63 1.62
H 0.96 -0.57 3.14
H -1.19 0.41 2.54
H -0.67 1.12 1.02
H -1.98 -1.41 1.08
H -1.12 -0.70 -0.06
H -0.24 -1.85 1.00
C -0.47 0.34 -2.44
C 0.94 0.45 -1.88
H -0.33 0.13 -3.60
H -1.14 -0.39 -2.03
H -0.96 1.35 -2.35
H 0.87 0.15 -0.80
H 1.15 1.55 -1.88
H 1.72 -0.22 -2.42
```

Computed properties:
- Gap between HOMO and LUMO: 11.630 eV
- Molar mass: 74.2 g/mol
- Total charge: 0
- Largest force on an atom: 7.35 eV/A
- SMILES string: CCC.CC
- Highest occupied orbital energy: -10.495 eV

Here are the Löwdin charges for atoms 1 to 4, given in e: number 1, C, carries -0.158; number 2, C, carries -0.339; number 3, C, carries -0.115; number 4, H, carries 0.041



[6]
A single C5H8O molecule, computed with ωB97M-V/def2-TZVPD.

Geometry as XYZ:
```
14
C5H8O, DFT ωB97M-V/def2-TZVPD
C -1.09 -1.48 -0.43
C 0.04 -0.69 0.17
C -0.37 0.61 0.83
C 0.58 1.30 0.22
O 1.10 2.53 0.44
C 0.99 0.19 -0.73
H -1.67 -0.81 -1.09
H -0.78 -2.37 -0.99
H -1.76 -1.79 0.39
H 0.66 -1.30 0.84
H -1.15 0.88 1.53
H 0.82 2.74 1.35
H 2.05 -0.09 -0.81
H 0.58 0.28 -1.74
```

Computed properties:
- Gap between HOMO and LUMO: 9.478 eV
- Molar mass: 84.1 g/mol
- Total charge: 0
- Largest force on an atom: 0.55 eV/A
- SMILES string: C[C@@H]1C=C(O)C1
- Highest occupied orbital energy: -8.572 eV

Here are the Löwdin charges for atoms 1 to 4, given in e: number 1, C, carries -0.083; number 2, C, carries -0.359; number 3, C, carries -0.020; number 4, C, carries -0.352